No. 1
{
  "formula": "C15H20NO4Tl",
  "method": "the ωB97M-V functional and the def2-TZVPD basis",
  "elements": ["Tl", "C", "C", "C", "H", "C", "C", "H", "H", "H", "H", "C", "C", "C", "H", "C", "C", "H", "H", "H", "H", "O", "C", "C", "C", "C", "C", "H", "H", "H", "H", "H", "H", "H", "H", "H", "H", "O", "N", "O", "O"],
  "positions_angstrom": [[0.345, -0.607, 1.320], [1.855, 2.285, -0.117], [2.601, 1.319, 0.621], [2.889, 0.220, -0.259], [2.912, 1.409, 1.659], [2.294, 0.509, -1.521], [1.692, 1.800, -1.448], [1.193, 2.323, -2.265], [1.504, 3.241, 0.264], [3.471, -0.667, -0.008], [2.310, -0.140, -2.396], [-2.418, 1.073, 0.447], [-1.921, 1.752, -0.702], [-1.952, 0.846, -1.799], [-1.593, 2.788, -0.736], [-2.453, -0.403, -1.322], [-2.761, -0.257, 0.060], [-3.222, -1.014, 0.695], [-2.532, 1.502, 1.437], [-1.656, 1.062, -2.824], [-2.612, -1.296, -1.924], [0.432, -2.120, -0.471], [-0.518, -3.665, -2.816], [0.014, -4.231, -1.575], [0.378, -2.932, -3.720], [-1.942, -3.893, -3.116], [-0.206, -3.340, -0.304], [1.102, -4.380, -1.672], [-0.470, -5.204, -1.389], [-1.290, -3.204, -0.094], [0.227, -3.885, 0.558], [0.982, -3.608, -4.361], [1.084, -2.317, -3.133], [-0.191, -2.272, -4.393], [-2.132, -4.893, -3.555], [-2.336, -3.146, -3.822], [-2.533, -3.839, -2.182], [-0.403, 2.833, 4.132], [0.103, 2.272, 3.152], [1.201, 2.609, 2.651], [-0.567, 1.271, 2.608]],
  "forces_ev_per_angstrom": [[0.14, -0.42, -0.62], [0.70, -0.42, 0.09], [-0.94, 1.74, -0.44], [-0.67, -0.46, -2.78], [-0.15, 0.03, -0.38], [1.46, -1.08, 1.34], [0.13, 0.30, 1.22], [0.07, -0.25, 0.34], [0.00, -0.45, -0.04], [-0.34, 0.24, -0.10], [-0.09, 0.15, 0.37], [-0.06, -0.14, -0.54], [-0.24, -0.63, 0.01], [-0.36, -0.49, 0.67], [0.02, -0.14, 0.05], [-0.17, 0.77, 0.00], [0.35, 0.32, -0.42], [0.15, 0.13, -0.09], [0.04, -0.13, -0.25], [0.05, -0.06, 0.17], [0.14, 0.14, 0.15], [-0.18, -0.69, -0.09], [-0.11, -0.01, 0.08], [0.13, -0.20, 0.76], [0.24, 0.57, -0.34], [-0.53, 0.19, -0.04], [0.64, 1.11, -0.37], [-0.19, -0.03, 0.16], [0.11, -0.15, 0.08], [0.06, -0.25, -0.24], [-0.14, -0.36, 0.09], [-0.01, 0.06, 0.05], [-0.27, -0.17, -0.18], [0.21, -0.09, 0.14], [0.00, 0.05, 0.03], [0.01, -0.18, 0.20], [0.08, 0.00, -0.38], [0.53, 0.13, -0.19], [-1.02, -1.71, -1.05], [-1.02, 0.00, 0.98], [1.23, 2.59, 1.59]],
  "charge": -2,
  "homo_lumo_gap_ev": [5.00, 3.84],
  "fmax_ev_per_a": 3.3,
  "homo_energy_ha": [-0.005, -0.003]
}


No. 2
{
  "formula": "C6H9FS",
  "method": "the ωB97M-V functional and the def2-TZVPD basis",
  "elements": ["C", "C", "C", "C", "C", "C", "H", "H", "H", "H", "H", "H", "H", "H", "H", "F", "S"],
  "positions_angstrom": [[1.088, -1.433, -1.730], [0.351, -0.763, -0.601], [1.211, -0.329, 0.558], [-0.969, -0.617, -0.646], [-1.837, 0.045, 0.347], [-1.623, 1.164, 1.038], [1.808, -0.770, -2.188], [1.636, -2.309, -1.348], [0.418, -1.795, -2.535], [0.604, -0.208, 1.464], [1.992, -1.100, 0.774], [2.791, 0.902, -0.755], [-1.545, -1.006, -1.506], [-2.364, 1.527, 1.723], [-0.688, 1.732, 0.848], [-2.993, -0.628, 0.512], [2.060, 1.267, 0.320]],
  "forces_ev_per_angstrom": [[-0.43, -0.72, -0.14], [0.40, -0.09, -0.10], [0.34, -0.69, 0.29], [-1.03, 0.15, -0.27], [0.79, 0.34, 0.16], [0.87, -0.15, -0.76], [0.27, 0.25, -0.08], [-0.05, 0.24, -0.10], [0.23, 0.28, 0.51], [0.18, 0.05, -0.22], [-0.66, 0.55, -0.21], [-0.16, 0.09, 0.24], [0.50, 0.14, 0.46], [-0.13, 0.16, 0.21], [-0.90, -0.43, 0.23], [-0.30, -0.09, 0.03], [0.09, -0.07, -0.25]],
  "homo_lumo_gap_ev": 9.73,
  "smiles": "C=C(F)/C=C(/C)CS",
  "fmax_ev_per_a": 1.2,
  "homo_energy_ha": -0.332
}


No. 3
{
  "formula": "C21H40Cl3MnN4O4Si",
  "method": "the ωB97M-V functional and the def2-TZVPD basis",
  "elements": ["C", "C", "H", "H", "H", "C", "C", "H", "H", "H", "H", "Mn", "Cl", "Cl", "H", "H", "C", "C", "N", "H", "C", "O", "H", "H", "H", "H", "H", "H", "C", "C", "N", "H", "C", "O", "H", "H", "H", "H", "O", "C", "C", "C", "H", "C", "H", "C", "H", "C", "C", "H", "H", "H", "Si", "Cl", "C", "C", "C", "H", "H", "H", "H", "H", "H", "H", "H", "H", "N", "C", "N", "O", "H", "H", "H", "H"],
  "positions_angstrom": [[-2.279, -2.540, -3.933], [-1.478, -2.956, -2.751], [-2.195, -3.290, -4.722], [-1.904, -1.587, -4.308], [-3.349, -2.397, -3.709], [-0.960, -4.180, -2.594], [-0.967, -5.270, -3.621], [-0.519, -4.442, -1.631], [-0.463, -4.926, -4.538], [-1.968, -5.640, -3.892], [-0.422, -6.140, -3.237], [0.096, 2.224, 1.760], [-2.314, 2.389, 1.870], [1.192, 3.860, 0.740], [1.403, 6.443, 4.538], [-1.308, 7.013, 4.025], [1.342, 5.735, 3.704], [-0.963, 6.481, 3.125], [-0.063, 5.393, 3.477], [1.894, 4.824, 3.930], [-0.523, 4.151, 3.565], [0.240, 3.125, 3.495], [-1.841, 6.064, 2.611], [-1.620, 4.024, 3.650], [1.741, 6.217, 2.804], [-0.447, 7.196, 2.472], [2.371, -0.637, -2.581], [2.654, -3.343, -1.329], [3.288, -0.658, -1.972], [3.379, -2.788, -0.715], [3.056, -1.364, -0.723], [3.608, 0.365, -1.765], [2.943, -0.658, 0.452], [3.182, 0.553, 0.583], [3.348, -3.160, 0.317], [2.602, -1.297, 1.289], [4.061, -1.187, -2.538], [4.379, -2.941, -1.144], [-0.481, -0.920, -2.086], [-1.362, -1.867, -1.666], [0.184, -2.707, 0.159], [-1.120, -2.465, -0.256], [1.010, -2.351, -0.465], [0.408, -3.429, 1.342], [-2.384, -1.434, -1.620], [-2.199, -2.815, 0.557], [1.423, -3.711, 1.640], [-0.668, -3.825, 2.150], [-1.973, -3.485, 1.767], [-3.200, -2.559, 0.187], [-0.513, -4.385, 3.081], [-2.835, -3.740, 2.392], [-0.357, 1.708, -2.200], [-0.131, 0.825, 0.084], [1.388, 2.300, -2.466], [-1.192, 3.355, -1.615], [-1.314, 0.894, -3.553], [2.094, 1.978, -1.697], [1.387, 3.399, -2.447], [1.733, 1.986, -3.460], [-0.640, 0.219, -4.093], [-1.684, 1.664, -4.251], [-2.179, 0.359, -3.148], [-1.643, 3.311, -0.609], [-1.988, 3.634, -2.333], [-0.448, 4.166, -1.616], [-1.446, -0.253, 3.526], [-0.101, -0.293, 3.398], [0.587, -1.275, 4.021], [0.561, 0.521, 2.693], [-1.915, -0.881, 4.158], [-1.974, 0.478, 3.041], [1.596, -1.225, 3.923], [0.180, -1.829, 4.756]],
  "forces_ev_per_angstrom": [[0.15, -0.02, -0.60], [-0.05, -0.48, 1.11], [-0.13, 0.15, -0.09], [-0.06, -0.05, -0.11], [0.33, -0.11, 0.16], [-0.32, 0.38, 0.28], [0.16, -0.34, -0.32], [0.06, 0.18, -0.25], [-0.20, -0.27, 0.16], [0.18, 0.27, 0.06], [-0.01, 0.13, -0.17], [-0.25, -0.22, 0.30], [-0.10, 0.01, 0.05], [0.18, 0.26, -0.24], [-0.06, -0.16, -0.09], [0.15, -0.03, -0.23], [-0.08, 0.01, -0.41], [-0.65, 0.08, 0.46], [-0.07, -0.49, 0.34], [0.00, 0.15, -0.10], [0.83, -0.14, -0.40], [-0.87, 1.39, 1.00], [0.35, 0.25, 0.08], [0.58, 0.12, -0.27], [0.03, -0.25, 0.20], [-0.12, -0.37, 0.10], [0.16, -0.05, 0.23], [0.22, 0.04, 0.20], [-0.12, -0.03, -0.18], [-0.50, 0.20, -0.06], [0.40, 0.40, 0.60], [0.01, -0.19, 0.00], [0.79, 1.31, -0.52], [-0.77, -1.97, -0.24], [0.03, 0.01, -0.32], [0.21, 0.13, -0.06], [-0.01, 0.18, 0.04], [-0.13, 0.00, 0.24], [1.30, 0.23, 0.60], [-0.52, 0.04, 0.42], [0.14, -0.49, 0.53], [-0.09, 0.33, -0.73], [-0.57, -0.18, 0.23], [-0.18, 0.07, 0.01], [-0.25, 0.00, 0.17], [0.40, -0.10, -0.04], [-0.28, 0.17, -0.08], [-0.23, 0.16, -0.17], [-0.17, 0.18, -0.22], [0.29, -0.23, 0.38], [0.05, 0.23, -0.44], [0.40, -0.03, -0.14], [-0.52, 0.95, 1.34], [-0.10, -0.59, -2.08], [0.41, -0.32, -0.53], [-0.47, -0.44, -0.20], [-0.10, 0.66, -0.70], [-0.12, -0.09, -0.12], [-0.14, -0.39, 0.00], [0.18, -0.05, 0.23], [-0.39, 0.05, 0.22], [0.10, 0.01, 0.17], [0.30, 0.07, -0.15], [0.12, -0.02, -0.48], [0.22, -0.15, 0.29], [-0.23, -0.40, 0.05], [0.76, 0.18, 0.02], [-0.24, 0.27, -0.30], [0.28, 0.27, 0.11], [-0.47, -0.65, 0.79], [0.01, 0.01, -0.24], [0.21, -0.16, 0.13], [-0.47, -0.07, 0.17], [0.09, -0.01, -0.22]],
  "multiplicity": 5,
  "homo_lumo_gap_ev": [4.52, 7.78],
  "fmax_ev_per_a": 2.2,
  "homo_energy_ha": [-0.246, -0.275]
}